{"formula": "C4H6O2", "method": "ωB97M-V/def2-TZVPD", "lumo_energy_ev": 0.877, "max_force_ha_per_bohr": 0.0106, "smiles": "C[C@H]1O[C@H]1C=O", "orbital_gap_ev": 11.0, "homo_ev": -10.1, "elements": ["C", "C", "O", "C", "C", "O", "H", "H", "H", "H", "H", "H"], "coordinates": [[0.941, 0.929, -0.462], [-0.542, 0.673, -0.315], [-1.095, -0.212, -1.280], [-1.094, -0.636, 0.069], [-0.082, -1.581, 0.619], [-0.072, -1.801, 1.807], [1.479, 0.877, 0.491], [1.370, 0.191, -1.146], [1.102, 1.920, -0.894], [-1.157, 1.524, -0.028], [-2.075, -0.691, 0.538], [0.698, -1.975, -0.062]], "nbo_charge": [-0.656, 0.086, -0.467, -0.060, 0.405, -0.511, 0.226, 0.228, 0.226, 0.190, 0.208, 0.124]}


{"formula": "C28H52Br2NO7P", "method": "ωB97M-V/def2-TZVPD", "lumo_energy_ev": -1.723, "max_force_ha_per_bohr": 0.1613, "orbital_gap_ev": 4.2, "homo_ev": -5.9, "elements": ["C", "C", "C", "C", "C", "C", "C", "C", "C", "C", "C", "C", "C", "C", "C", "C", "C", "C", "O", "C", "C", "C", "Br", "C", "C", "Br", "N", "C", "C", "C", "O", "P", "O", "O", "O", "H", "H", "H", "H", "H", "H", "H", "H", "H", "H", "H", "H", "H", "H", "H", "H", "H", "H", "H", "H", "H", "H", "H", "H", "H", "H", "H", "H", "H", "H", "H", "H", "H", "H", "H", "H", "H", "H", "H", "H", "H", "H", "H", "H", "H", "H", "H", "H", "H", "C", "C", "O", "O", "H", "H", "H"], "coordinates": [[-0.424, -5.074, 4.884], [-0.520, -5.244, 3.244], [0.455, -6.427, 2.635], [1.911, -5.820, 2.086], [2.371, -6.784, 0.842], [3.698, -6.221, 0.015], [3.282, -5.516, -1.442], [3.267, -3.878, -1.331], [2.235, -3.141, -2.399], [1.587, -1.784, -1.748], [0.116, -1.361, -2.332], [0.205, 0.263, -2.681], [-0.383, 1.132, -1.415], [0.471, 2.563, -1.398], [-0.302, 3.704, -2.341], [-1.302, 4.564, -1.342], [-0.785, 6.112, -1.098], [0.053, 6.265, 0.320], [-0.876, 6.480, 1.468], [-0.152, 7.034, 2.625], [-0.359, 0.354, 0.026], [-1.125, 1.276, 1.164], [-3.060, 1.816, 0.805], [-0.487, 1.707, 2.451], [-1.365, 2.585, 3.540], [1.424, 1.251, 2.930], [-1.027, -1.001, 0.045], [-1.143, -1.697, -1.287], [-2.512, -1.405, -2.132], [-3.906, -1.481, -1.281], [-5.077, -1.311, -1.908], [-1.132, -3.616, -0.952], [0.095, -4.083, -0.065], [-1.140, -4.393, -2.548], [-2.577, -4.173, -0.135], [0.408, -4.288, 5.157], [-0.266, -6.124, 5.427], [-1.442, -4.654, 5.332], [-1.636, -5.570, 3.012], [-0.315, -4.189, 2.749], [-0.069, -7.027, 1.769], [0.672, -7.203, 3.498], [2.690, -5.881, 2.978], [1.801, -4.685, 1.824], [1.471, -6.952, 0.112], [2.674, -7.839, 1.287], [4.314, -5.472, 0.689], [4.397, -7.173, -0.148], [4.128, -5.876, -2.198], [2.270, -5.991, -1.796], [2.907, -3.598, -0.233], [4.387, -3.519, -1.442], [2.905, -2.880, -3.352], [1.445, -3.948, -2.703], [2.395, -0.915, -1.872], [1.490, -1.928, -0.566], [-0.055, -2.017, -3.311], [-0.503, 0.424, -3.621], [1.281, 0.564, -3.027], [-1.506, 1.401, -1.655], [1.536, 2.419, -1.907], [0.629, 2.984, -0.318], [0.546, 4.410, -2.775], [-0.883, 3.226, -3.246], [-1.359, 4.044, -0.270], [-2.401, 4.660, -1.790], [-1.731, 6.812, -1.072], [-0.072, 6.505, -1.944], [0.799, 7.191, 0.258], [0.621, 5.250, 0.551], [1.008, 7.076, 2.442], [-0.490, 8.153, 2.845], [-0.336, 6.440, 3.632], [0.790, 0.159, 0.278], [-1.834, 3.563, 3.087], [-2.290, 1.890, 3.833], [-0.787, 2.769, 4.561], [-1.921, -0.897, 0.580], [-0.408, -1.622, 0.650], [-2.517, -0.350, -2.692], [-2.573, -2.212, -2.988], [-3.966, -1.688, -0.108], [-2.090, -4.523, -2.864], [-2.869, -5.064, -0.533], [-1.137, 10.656, -1.033], [-0.054, 9.592, -1.071], [0.527, 9.375, 0.028], [0.126, 9.059, -2.202], [-1.245, 11.079, -0.030], [-0.886, 11.466, -1.725], [-2.096, 10.221, -1.331]], "lowdin_charge": [-0.157, -0.270, -0.214, -0.218, -0.222, -0.204, -0.207, -0.208, -0.192, -0.179, -0.214, -0.108, -0.239, -0.149, -0.173, -0.212, -0.153, -0.203, -0.273, -0.144, -0.244, -0.530, 0.702, -0.587, -0.154, 0.640, 0.077, -0.348, -0.092, -0.147, -0.047, 0.812, -0.321, -0.207, -0.212, 0.074, 0.083, 0.075, 0.102, 0.088, 0.102, 0.110, 0.120, 0.085, 0.098, 0.118, 0.113, 0.109, 0.113, 0.103, 0.098, 0.123, 0.131, 0.092, 0.138, 0.099, 0.159, 0.130, 0.124, 0.115, 0.118, 0.102, 0.124, 0.110, 0.074, 0.113, 0.129, 0.110, 0.117, 0.112, 0.099, 0.108, 0.078, 0.149, 0.095, 0.089, 0.096, 0.145, 0.179, 0.152, 0.139, 0.138, 0.096, 0.114, -0.062, -0.780, -0.110, -0.112, 0.055, 0.061, 0.058]}


{"formula": "C3H11N3", "method": "ωB97M-V/def2-TZVPD", "lumo_energy_ev": 1.202, "max_force_ha_per_bohr": 0.0370, "smiles": "C=CN.NCN", "orbital_gap_ev": 9.4, "homo_ev": -8.2, "elements": ["C", "C", "N", "H", "H", "H", "H", "H", "N", "C", "N", "H", "H", "H", "H", "H", "H"], "coordinates": [[-2.752, 1.636, -4.593], [-2.075, 2.295, -5.542], [-1.121, 3.270, -5.263], [-2.369, 1.710, -3.581], [-3.249, 0.738, -4.909], [-2.362, 2.349, -6.581], [-1.161, 3.890, -4.476], [-0.611, 3.628, -6.052], [1.474, -0.808, 4.637], [2.293, -2.025, 4.540], [1.504, -3.263, 4.475], [0.855, -0.966, 3.837], [0.856, -0.878, 5.440], [2.831, -1.961, 3.601], [2.950, -2.093, 5.406], [1.695, -3.873, 3.702], [1.239, -3.651, 5.360]], "nbo_charge": [-0.530, 0.023, -0.843, 0.193, 0.207, 0.186, 0.388, 0.376, -0.819, -0.058, -0.899, 0.347, 0.344, 0.177, 0.164, 0.377, 0.369]}


{"formula": "C7H8", "method": "ωB97M-V/def2-TZVPD", "lumo_energy_ev": 0.688, "max_force_ha_per_bohr": 0.0126, "orbital_gap_ev": 11.1, "homo_ev": -10.4, "elements": ["C", "C", "C", "C", "C", "C", "C", "H", "H", "H", "H", "H", "H", "H", "H"], "coordinates": [[-0.989, -0.727, -1.054], [-0.150, 0.022, -0.002], [-0.965, 0.237, 1.287], [1.127, -0.676, 0.270], [2.269, -1.035, 0.402], [0.318, 1.334, -0.545], [0.705, 2.446, -1.000], [-0.432, -0.842, -1.987], [-1.906, -0.165, -1.263], [-1.266, -1.717, -0.679], [-1.246, -0.729, 1.719], [-0.390, 0.803, 2.023], [-1.879, 0.794, 1.056], [3.293, -1.320, 0.504], [1.540, 1.544, -0.657]], "lowdin_charge": [-0.036, -0.560, -0.036, -0.097, 0.146, -0.164, 0.087, 0.093, 0.092, 0.091, 0.091, 0.093, 0.092, 0.037, 0.072]}


{"formula": "CEuNO5S2", "method": "ωB97M-V/def2-TZVPD", "lumo_energy_ev": [2.628, 2.459], "max_force_ha_per_bohr": 0.0836, "total_charge": -1, "orbital_gap_ev": [5.6, 6.2], "homo_ev": [-3.0, -3.8], "s_squared": 15.761, "spin_multiplicity": 8, "elements": ["O", "C", "O", "Eu", "N", "S", "O", "S", "O", "O"], "coordinates": [[-2.330, -0.372, 1.201], [-2.438, 0.575, 0.402], [-3.247, 1.420, 0.165], [0.003, -1.046, 1.009], [1.876, -0.615, -0.637], [2.874, -0.362, 0.688], [1.844, -0.758, 1.885], [1.324, 0.625, -1.561], [-0.671, 0.567, -0.356], [0.765, -0.035, -2.794]], "mulliken_spin": [0.001, -0.002, 0.001, 7.026, -0.011, 0.003, -0.012, 0.012, -0.025, 0.007]}